# 1
Entry from the OMol25 dataset: a cluster of 2 separate species, C4H7NP in total (ωB97M-V with the def2-TZVPD basis set).

Summary:
Relative energy (zero: lowest compared OMol25 entry of this formula, charge and spin) = 268.5 kJ/mol
Total charge = +1
Orbital gap = 8.7975 eV
HOMO = -14.31 eV
Total energy = -552.28917 a.u.

XYZ file:
```
13
Properties=species:S:1:pos:R:3:nbo_charge:R:1
C -2.044 -0.214 0.947 -0.2463
C -1.725 -0.791 1.949 -0.2237
C 1.172 -1.599 0.234 0.1486
C 0.324 2.041 -1.841 -0.7476
N 1.207 -0.364 -0.147 -0.6743
P -0.050 0.447 -1.412 0.8534
H -2.195 0.437 0.106 0.2370
H -1.717 -1.230 2.862 0.2360
H 1.854 -1.846 1.101 0.2321
H 0.580 -2.346 -0.136 0.2282
H -0.398 2.450 -2.436 0.2561
H 1.149 2.601 -1.517 0.2452
H 1.842 0.414 0.289 0.4553
```

***

# 2
Entry from the OMol25 dataset: a cluster of 2 separate species, C6H16S in total (ωB97M-V with the def2-TZVPD basis set).

Summary:
Relative energy (zero: lowest compared OMol25 entry of this formula, charge and spin) = 70.0 kJ/mol
Structure (SMILES) = CCSC.CCC
Orbital gap = 9.4056 eV
HOMO = -8.46 eV
Total energy = -636.35510 a.u.

XYZ file:
```
23
Properties=species:S:1:pos:R:3:nbo_charge:R:1
C 3.214 0.875 0.731 -0.5324
C 2.274 -0.195 0.240 -0.6361
C 1.033 2.539 0.488 -0.7516
S 2.810 2.548 0.145 0.1785
H 3.466 0.929 1.789 0.2180
H 4.167 0.707 0.229 0.2215
H 2.820 -1.127 0.065 0.2169
H 1.792 -0.016 -0.719 0.2193
H 0.641 3.558 0.527 0.2317
H 0.498 1.978 -0.265 0.2105
H 0.876 2.131 1.482 0.2134
H 1.460 -0.482 0.909 0.2100
C -1.932 -1.223 0.031 -0.4085
C -2.890 -0.065 -0.376 -0.6101
C -1.855 -2.333 -1.042 -0.6119
H -0.915 -0.925 0.270 0.1990
H -2.394 -1.595 0.945 0.2000
H -2.459 0.931 -0.272 0.2094
H -2.444 -2.131 -1.930 0.2026
H -0.824 -2.506 -1.349 0.2069
H -3.829 -0.164 0.176 0.2051
H -3.224 -0.174 -1.409 0.2004
H -2.287 -3.261 -0.665 0.2073
```

***

# 3
Entry from the OMol25 dataset: a structure of composition C37H41AsCl5NiO6SSi (ωB97M-V with the def2-TZVPD basis set).

Summary:
Relative energy (zero: lowest compared OMol25 entry of this formula, charge and spin) = 2.7 kJ/mol
Total charge = -1
Orbital gap (alpha / beta) = 7.0536 / 7.2213 eV
HOMO (alpha / beta) = -4.68 / -4.85 eV
Total energy = -8619.03081 a.u.
Spin multiplicity = 3

XYZ file:
```
93
Properties=species:S:1:pos:R:3:lowdin_charge:R:1
Ni -1.572 0.761 0.585 0.1444
S -0.576 -0.528 2.262 0.6449
C -1.470 -2.029 2.350 -0.6796
C -1.140 -2.946 3.364 -0.1354
C -1.798 -4.148 3.495 -0.1032
C -2.825 -4.496 2.619 -0.1092
C -3.165 -3.613 1.613 -0.1296
C -2.497 -2.399 1.469 -0.4044
As -2.926 -1.198 0.018 1.3339
C -4.842 -1.542 -0.116 -0.3632
C -5.430 -2.191 -1.194 -0.0986
C -6.803 -2.407 -1.213 -0.0915
C -7.594 -1.977 -0.161 -0.0999
C -7.011 -1.324 0.918 -0.0867
C -5.644 -1.105 0.937 -0.1174
C -2.256 -2.151 -1.534 -0.3754
C -2.403 -1.557 -2.783 -0.1369
C -1.904 -2.176 -3.915 -0.0840
C -1.229 -3.384 -3.804 -0.0949
C -1.063 -3.970 -2.560 -0.0882
C -1.579 -3.358 -1.425 -0.0940
H -0.348 -2.680 4.052 0.0913
H -1.513 -4.825 4.290 0.0957
H -3.348 -5.438 2.723 0.0908
H -3.962 -3.870 0.922 0.1022
H -4.819 -2.541 -2.018 0.0930
H -7.251 -2.918 -2.056 0.0986
H -8.662 -2.149 -0.179 0.0964
H -7.622 -0.985 1.744 0.1012
H -5.196 -0.603 1.788 0.0769
H -2.885 -0.588 -2.870 0.1115
H -2.013 -1.702 -4.881 0.1014
H -0.817 -3.857 -4.685 0.0976
H -0.522 -4.902 -2.466 0.1004
H -1.436 -3.815 -0.453 0.0993
Cl -2.568 6.004 5.297 0.6356
C -2.215 5.055 3.898 -0.7272
C -2.879 3.854 3.675 -0.7050
Cl -4.074 3.300 4.790 0.6670
C -2.583 3.103 2.555 -0.5641
Cl -3.411 1.619 2.217 0.7494
C -1.606 3.475 1.603 -0.4849
O -1.316 2.762 0.586 -0.1643
C -0.974 4.722 1.847 -0.6055
Cl 0.188 5.250 0.690 0.7093
C -1.266 5.480 2.967 -0.7030
Cl -0.440 6.974 3.226 0.6566
C 1.803 -2.171 -0.570 -0.0230
C 2.944 -1.737 -1.483 -0.6262
C 4.294 -2.138 -0.901 -0.0245
C 2.752 -2.311 -2.881 -0.0240
O 2.930 -0.320 -1.650 -0.0792
Si 2.609 0.865 -0.588 0.1362
O 1.019 0.989 -0.213 -0.1078
O 3.382 0.529 0.803 -0.0837
C 3.543 1.295 1.996 -0.6327
C 2.322 2.173 2.237 -0.0304
C 3.699 0.280 3.120 -0.0258
C 4.798 2.145 1.838 -0.0251
O 3.204 2.278 -1.149 -0.0795
C 3.161 2.911 -2.428 -0.6381
C 4.240 2.286 -3.306 -0.0263
C 1.788 2.753 -3.062 -0.0216
C 3.459 4.382 -2.163 -0.0286
H 1.763 -3.261 -0.514 0.0920
H 0.853 -1.806 -0.957 0.0619
H 1.933 -1.780 0.438 0.0781
H 4.354 -3.222 -0.797 0.0832
H 4.431 -1.681 0.077 0.0747
H 5.099 -1.805 -1.556 0.0855
H 2.789 -3.401 -2.857 0.0819
H 3.537 -1.948 -3.545 0.0809
H 1.787 -1.998 -3.276 0.0815
H 1.416 1.570 2.256 0.0506
H 2.216 2.915 1.449 0.0704
H 2.421 2.695 3.190 0.0938
H 2.803 -0.334 3.187 0.0775
H 3.851 0.785 4.074 0.0834
H 4.553 -0.367 2.925 0.0812
H 4.690 2.808 0.983 0.0753
H 5.665 1.506 1.675 0.0846
H 4.967 2.746 2.731 0.0838
H 4.043 1.223 -3.435 0.0759
H 5.217 2.404 -2.838 0.0864
H 4.260 2.763 -4.286 0.0830
H 1.553 1.707 -3.238 0.0772
H 1.753 3.289 -4.012 0.0876
H 1.021 3.157 -2.404 0.0941
H 4.443 4.492 -1.706 0.0830
H 2.714 4.793 -1.483 0.0740
H 3.439 4.952 -3.092 0.0828
O -0.096 0.078 -1.946 -0.0099
C -0.158 0.525 -0.826 -0.4656
```

***

# 4
Entry from the OMol25 dataset: a cluster of 2 separate species, C4H10N2O2 in total (ωB97M-V with the def2-TZVPD basis set).

Summary:
Relative energy (zero: lowest compared OMol25 entry of this formula, charge and spin) = 75.2 kJ/mol
Structure (SMILES) = CC(N)=O.CC(N)=O
Orbital gap = 10.1310 eV
HOMO = -9.51 eV
Total energy = -418.43233 a.u.

XYZ file:
```
18
Properties=species:S:1:pos:R:3:nbo_charge:R:1
O -2.794 0.468 0.756 -0.6207
C -2.167 -0.413 0.242 0.6597
N -1.123 -0.924 0.838 -0.8104
C -2.450 -0.995 -1.120 -0.7302
H -0.648 -1.757 0.483 0.3865
H -0.851 -0.525 1.740 0.4241
H -1.998 -0.305 -1.852 0.2328
H -3.548 -0.910 -1.188 0.2419
H -2.160 -2.026 -1.382 0.2159
O 1.027 1.077 1.648 -0.6125
C 1.778 0.911 0.750 0.6784
N 3.076 0.598 0.961 -0.8384
C 1.281 1.025 -0.706 -0.7201
H 3.698 0.507 0.154 0.3915
H 3.386 0.283 1.884 0.4107
H 0.267 1.443 -0.815 0.2490
H 1.262 -0.033 -1.019 0.2220
H 1.963 1.577 -1.374 0.2198
```

***

# 5
Entry from the OMol25 dataset: a structure of composition C28H30N3OS3TeTl (ωB97M-V with the def2-TZVPD basis set).

Summary:
Total charge = +1
Orbital gap (alpha / beta) = 7.5592 / 4.6638 eV
HOMO (alpha / beta) = -10.90 / -10.90 eV
Total energy = -2959.15315 a.u.
Spin multiplicity = 2

XYZ file:
```
67
Properties=species:S:1:pos:R:3:nbo_charge:R:1
Tl 2.076 -1.693 -1.871 0.8354
C 1.878 -3.176 1.521 -0.6975
C 1.089 -1.908 1.522 0.6143
O 0.294 -1.729 2.508 -0.6930
N 1.259 -0.996 0.511 -1.0448
Te 0.408 0.855 0.850 1.2732
C -1.708 1.524 1.622 -0.1804
C -2.716 0.562 1.857 0.0913
C -2.801 -0.695 1.008 -0.6740
C -3.758 0.852 2.724 -0.2632
C -3.783 2.148 3.298 0.0623
C -4.940 2.522 4.193 -0.6355
C -2.727 3.082 3.140 -0.2267
C -1.647 2.771 2.273 -0.0436
C -0.550 3.769 2.175 -0.6677
C 2.148 1.425 2.043 -0.1724
C 3.283 2.003 1.390 -0.0391
C 3.287 2.346 -0.116 -0.6340
C 4.465 2.042 2.088 -0.2395
C 4.502 1.846 3.462 0.0488
C 5.680 2.243 4.280 -0.6356
C 3.356 1.315 4.118 -0.2215
C 2.151 1.168 3.434 -0.0405
C 0.929 0.859 4.233 -0.6414
H 1.228 -4.009 1.341 0.2482
H 2.322 -3.288 2.510 0.2586
H 2.798 -3.103 0.865 0.2041
H -2.618 -0.556 -0.035 0.2247
H -3.786 -1.160 1.168 0.2264
H -2.054 -1.437 1.400 0.2483
H -4.536 0.132 2.881 0.2247
H -5.696 1.808 3.936 0.2185
H -5.223 3.527 3.975 0.2247
H -4.658 2.485 5.239 0.2314
H -2.737 3.983 3.791 0.2267
H -0.867 4.728 2.613 0.2405
H -0.356 4.070 1.157 0.2308
H 0.407 3.483 2.683 0.2369
H 2.367 2.894 -0.376 0.2235
H 3.309 1.441 -0.734 0.2093
H 4.118 3.023 -0.357 0.2343
H 5.398 2.326 1.623 0.2164
H 5.521 1.956 5.296 0.2222
H 5.894 3.372 4.206 0.2317
H 6.567 1.782 3.884 0.2270
H 3.440 1.145 5.177 0.2162
H 0.050 1.125 3.670 0.2094
H 1.003 1.455 5.216 0.2294
H 0.818 -0.219 4.391 0.2641
S 1.790 -2.141 -7.678 0.1373
C 0.859 -1.916 -6.315 -0.2084
S 1.427 -0.771 -5.156 0.4649
C -0.040 -0.973 -4.176 -0.1703
N -0.901 -1.903 -4.656 -0.2240
N -0.397 -2.334 -5.865 -0.1407
C -1.286 -3.167 -6.623 0.1085
C -2.460 -3.553 -5.912 -0.1919
C -3.504 -4.183 -6.605 -0.2005
C -3.370 -4.577 -7.951 -0.1577
C -2.183 -4.179 -8.627 -0.1892
C -1.132 -3.553 -7.981 -0.2081
S -0.248 -0.119 -2.717 -0.1283
H -2.586 -3.184 -4.888 0.2576
H -4.447 -4.480 -6.099 0.2336
H -4.107 -5.263 -8.386 0.2379
H -2.094 -4.325 -9.706 0.2333
H -0.206 -3.477 -8.447 0.2435
```

***

# 6
Entry from the OMol25 dataset: a cluster of 2 separate species, C5H8O2 in total (ωB97M-V with the def2-TZVPD basis set).

Summary:
Relative energy (zero: lowest compared OMol25 entry of this formula, charge and spin) = 310.1 kJ/mol
Structure (SMILES) = CC(O)=C=O.C=C
Orbital gap = 8.9103 eV
HOMO = -8.28 eV
Total energy = -345.68686 a.u.

XYZ file:
```
15
Properties=species:S:1:pos:R:3:nbo_charge:R:1
C -0.110 1.723 1.570 -0.6188
C 0.125 0.589 0.619 -0.0331
O 0.902 -0.462 1.054 -0.6770
C -0.074 -2.063 -0.756 -0.3240
C -0.292 -1.292 -1.817 -0.4476
C -0.303 0.859 -0.606 0.6542
O -0.812 1.422 -1.506 -0.4898
H -0.291 1.319 2.570 0.2247
H 0.768 2.379 1.599 0.2001
H -0.977 2.312 1.261 0.2268
H 1.810 -0.131 1.112 0.4748
H 0.919 -2.387 -0.469 0.2001
H -0.883 -2.356 -0.091 0.1986
H 0.510 -0.953 -2.467 0.2026
H -1.291 -0.959 -2.075 0.2084
```

***

Result set for max |F|: 5.4, 1.5, 0.5, 3.7, 3.5, 0.7 eV/Å, one per record in the order listed.